No. 1
# C5H13NOS

2 unconnected molecules or ions with the total composition C5H13NOS at a distorted geometry (the ωB97M-V functional and the def2-TZVPD basis, the OMol25 dataset).

* molar mass: 135.23 Da
* total energy: -19763.298 eV
* E_HOMO: -6.426 eV
* 2S+1: 1
* HOMO-LUMO gap: 5.585 eV

The geometry in XYZ format:
```
21
C5H13NOS, DFT the ωB97M-V functional and the def2-TZVPD basis
C -1.341 0.811 -0.407
O -2.319 1.582 0.260
C -1.018 -0.334 0.542
C -0.035 -1.423 -0.532
C 0.561 -0.857 0.558
S 1.965 1.948 0.174
C 3.136 0.804 -0.673
N -2.160 -1.235 0.709
H -1.753 0.433 -1.344
H -0.411 1.363 -0.559
H -2.288 2.486 -0.069
H -1.008 0.148 1.534
H -0.340 -2.455 -0.499
H 0.004 -0.956 -1.497
H 0.695 -1.382 1.500
H 1.157 0.117 0.542
H 2.638 0.187 -1.415
H 3.899 1.371 -1.190
H 3.592 0.170 0.072
H -2.992 -0.745 0.994
H -1.980 -2.032 1.298
```

=====

No. 2
# C47H49CaF8GeN8OPS

A molecular structure, C47H49CaF8GeN8OPS at a distorted geometry (the ωB97M-V functional and the def2-TZVPD basis, the OMol25 dataset).

* molar mass: 1069.68 Da
* total energy: -180324.554 eV
* E_HOMO: 0.547 eV
* 2S+1: 1
* HOMO-LUMO gap: 3.488 eV
* charge: -2

The geometry in XYZ format:
```
117
C47H49CaF8GeN8OPS, DFT the ωB97M-V functional and the def2-TZVPD basis
Ca -0.045 -0.853 -0.084
C -2.947 1.080 -0.740
N -1.723 1.291 0.002
C -1.773 2.216 1.109
C -1.146 1.643 2.347
N -1.038 0.376 2.621
C -0.458 0.319 3.873
C -0.118 -0.780 4.654
C 0.447 -0.541 5.895
C 0.672 0.760 6.360
C 0.329 1.867 5.602
C -0.230 1.623 4.356
N -0.708 2.449 3.365
C -3.270 -0.379 -0.756
N -2.694 -1.247 0.019
C -3.234 -2.476 -0.318
C -2.932 -3.744 0.163
C -3.655 -4.811 -0.344
C -4.602 -4.634 -1.359
C -4.874 -3.385 -1.889
C -4.183 -2.311 -1.338
N -4.198 -0.950 -1.589
H -3.783 1.629 -0.290
H -2.827 1.410 -1.776
H -0.974 1.598 -0.660
H -1.268 3.165 0.877
H -2.812 2.459 1.362
H -0.291 -1.780 4.279
H 0.726 -1.376 6.527
H 1.131 0.902 7.331
H 0.504 2.875 5.961
H -0.535 3.436 3.285
H -2.171 -3.865 0.918
H -3.471 -5.811 0.029
H -5.129 -5.495 -1.754
H -5.587 -3.249 -2.694
H -4.626 -0.494 -2.374
C -1.282 -1.079 -4.095
N -0.860 0.031 -3.261
C -0.155 0.948 -3.814
C 0.410 2.067 -3.132
C 1.081 3.161 -3.711
C 1.449 3.997 -2.656
C 0.997 3.359 -1.490
N 0.357 2.217 -1.774
C -0.189 -1.892 -4.764
C -0.512 -2.734 -5.823
C 0.460 -3.505 -6.443
C 1.775 -3.449 -6.003
C 2.099 -2.635 -4.928
C 1.127 -1.857 -4.315
H -1.972 -0.725 -4.879
H -1.844 -1.765 -3.456
H 0.085 0.895 -4.888
H 1.277 3.304 -4.764
H 1.978 4.937 -2.716
H 1.125 3.688 -0.465
H -1.543 -2.787 -6.159
H 0.189 -4.148 -7.272
H 2.538 -4.042 -6.494
H 3.115 -2.607 -4.553
H 1.382 -1.225 -3.475
F 7.041 -1.982 -2.443
C 6.717 -0.890 -1.725
F 7.340 -1.031 -0.529
F 7.325 0.160 -2.321
C 5.255 -0.701 -1.590
C 4.355 -1.669 -2.031
C 3.003 -1.444 -1.855
N 2.503 -0.330 -1.316
C 3.371 0.622 -0.962
C 4.742 0.477 -1.051
H 4.712 -2.580 -2.493
H 2.251 -2.181 -2.150
H 2.932 1.542 -0.590
H 5.407 1.256 -0.702
C 2.755 -3.768 1.174
P 2.413 -2.327 2.218
C 3.902 -1.311 2.240
C 2.323 -2.996 3.912
O 1.152 -1.635 1.840
H 3.625 -4.326 1.520
H 2.909 -3.423 0.154
H 1.860 -4.392 1.177
H 4.793 -1.919 2.410
H 3.783 -0.565 3.025
H 3.978 -0.780 1.296
H 3.225 -3.551 4.169
H 1.452 -3.648 3.989
H 2.201 -2.156 4.598
C -0.826 -5.407 -3.199
Ge 0.320 -4.571 -1.772
C 2.175 -5.052 -2.483
C 0.222 -5.870 -0.226
C -0.227 -2.815 -1.378
H -0.673 -6.491 -3.275
H -0.600 -4.961 -4.173
H -1.880 -5.220 -2.982
H 2.191 -6.079 -2.864
H 2.930 -4.973 -1.692
H 2.468 -4.380 -3.296
H -0.248 -6.805 -0.547
H -0.368 -5.448 0.589
H 1.215 -6.128 0.159
H -0.713 -2.468 -2.313
F 3.325 5.807 6.623
C 3.056 4.917 5.649
C 2.251 5.261 4.577
F 1.713 6.492 4.529
C 1.995 4.349 3.576
F 1.172 4.743 2.584
C 2.537 3.045 3.546
S 2.297 1.965 2.263
C 3.301 2.731 4.692
F 3.809 1.497 4.818
C 3.567 3.631 5.698
F 4.323 3.274 6.751
```

=====

No. 3
# C19H41AuN4O4PS

A molecular structure, C19H41AuN4O4PS at a distorted geometry (the ωB97M-V functional and the def2-TZVPD basis, the OMol25 dataset).

* molar mass: 649.57 Da
* total energy: -58330.552 eV
* E_HOMO (alpha / beta): -10.248 / -12.324 eV
* 2S+1: 3
* HOMO-LUMO gap (alpha / beta): 7.838 / 6.331 eV
* charge: +1

The geometry in XYZ format:
```
71
C19H41AuN4O4PS, DFT the ωB97M-V functional and the def2-TZVPD basis
Au -1.376 -0.605 -0.640
C -1.417 3.295 -4.661
C -1.943 2.099 -3.867
C -3.216 1.556 -3.917
C -3.242 0.597 -2.910
N -2.073 0.500 -2.340
N -1.276 1.413 -2.938
C -4.409 -0.223 -2.504
H -0.610 2.923 -5.327
H -0.949 3.997 -3.945
H -2.168 3.752 -5.271
H -4.071 1.757 -4.560
H -0.378 1.583 -2.526
H -4.928 -0.614 -3.390
H -5.095 0.395 -1.915
H -4.053 -1.130 -1.950
C 4.241 -0.096 -1.400
C 2.978 -0.683 -1.844
C 2.439 0.028 -3.060
C 3.142 -2.108 -2.262
O 1.950 -0.778 -0.752
P 1.443 0.612 -0.145
O 2.427 1.654 -0.321
O 0.099 0.941 -0.773
O 1.011 0.148 1.315
C 1.724 -0.126 2.526
C 1.045 0.858 3.521
C 3.223 0.137 2.356
C 1.433 -1.533 2.970
H 4.965 -0.238 -2.160
H 4.617 -0.647 -0.489
H 4.195 0.960 -1.119
H 3.202 -0.022 -3.837
H 2.247 1.081 -2.868
H 1.459 -0.399 -3.424
H 3.805 -2.124 -3.154
H 2.218 -2.545 -2.527
H 3.499 -2.668 -1.375
H 1.017 1.874 3.045
H 1.640 0.924 4.462
H 0.005 0.524 3.772
H 3.438 1.132 1.917
H 3.671 -0.587 1.648
H 3.757 0.055 3.269
H 0.400 -1.867 2.959
H 1.826 -1.651 3.984
H 1.963 -2.202 2.354
C -1.859 2.684 3.331
C -1.897 2.238 1.856
C -2.157 3.374 0.883
C -2.889 1.177 1.643
H -0.956 3.216 3.605
H -1.898 1.747 3.957
H -2.737 3.272 3.556
H -0.895 1.836 1.629
H -3.132 3.891 1.046
H -2.146 3.077 -0.174
H -1.406 4.133 0.980
H -3.707 1.304 0.919
H -2.726 0.183 1.960
C -0.210 -4.872 2.808
N -1.232 -4.296 1.990
C -1.043 -3.420 1.030
N 0.127 -3.291 0.437
S -2.321 -2.326 0.603
H -0.686 -5.379 3.628
H 0.438 -4.050 3.203
H 0.339 -5.664 2.270
H -2.161 -4.311 2.380
H 0.853 -3.980 0.634
H 0.423 -2.490 -0.103
```

=====

No. 4
# C2H10O2S2

3 unconnected molecules or ions with the total composition C2H10O2S2 at a distorted geometry (the ωB97M-V functional and the def2-TZVPD basis, the OMol25 dataset).

* molar mass: 130.23 Da
* total energy: -28001.405 eV
* E_HOMO: -8.161 eV
* 2S+1: 1
* HOMO-LUMO gap: 8.747 eV
* SMILES: CSSC.O.O

The geometry in XYZ format:
```
16
C2H10O2S2, DFT the ωB97M-V functional and the def2-TZVPD basis
C -0.687 0.849 -1.928
S -0.513 -0.355 -0.543
S 0.844 -1.814 -0.843
C 2.425 -0.916 -0.742
H 0.090 0.804 -2.667
H -1.698 0.695 -2.287
H -0.631 1.814 -1.443
H 2.613 -0.482 -1.710
H 2.355 -0.191 0.060
H 3.236 -1.626 -0.530
O -2.743 0.637 1.784
H -3.438 0.782 1.129
H -2.679 -0.328 1.725
O 0.445 -0.101 2.317
H 0.645 -0.321 3.240
H -0.265 0.552 2.439
```